Computed, not measured: a structure of composition C35H61AlBr2Cl22NO2, with ωB97M-V with the def2-TZVPD basis set.

XYZ file:
```
124
Properties=species:S:1:pos:R:3:forces:R:3:lowdin_charge:R:1
C 1.899493 2.713263 -1.107503 -0.742 0.071 0.236 -0.11
C 1.024078 2.071402 -2.191620 0.401 -0.285 -0.079 -0.29
C 1.285529 0.568930 -2.465984 -0.513 0.188 -0.517 -0.35
C 0.157293 0.089333 -3.430011 0.630 0.444 0.173 -0.15
Al 1.448021 -0.608872 -0.825672 0.073 0.652 0.211 0.31
C 3.329186 -0.424562 -0.065489 0.080 0.816 -0.065 -0.24
C 4.372635 0.062664 -1.111646 -0.013 -1.708 -0.113 -0.31
C 5.787915 -0.505147 -0.848469 -0.355 0.612 -0.592 -0.21
C 6.664845 -0.480349 -2.111504 0.020 0.199 1.282 -0.25
N 6.228025 -1.431799 -3.153363 0.589 1.110 -1.221 0.05
C 5.709348 -0.838847 -4.305265 -0.915 0.583 -0.700 -0.53
C 5.968741 -1.558636 -5.631342 -0.185 -0.206 0.465 -0.01
O 5.089674 0.217317 -4.325601 0.694 -0.622 0.380 0.04
C 0.181449 -0.081446 0.723509 0.062 -0.599 -0.524 -0.17
O -0.471300 1.235303 0.581990 0.101 -0.386 0.374 -0.14
C -1.825404 1.155652 0.735316 0.430 0.141 -0.123 -0.26
C -2.596791 1.263827 -0.399157 0.339 0.158 -0.824 0.04
C -3.970707 1.201449 -0.370170 -0.195 0.325 -0.620 -0.26
C -4.737025 1.290363 -1.673110 0.155 -0.413 0.393 -0.08
C -4.574605 1.058605 0.860136 -0.910 0.077 -0.609 -0.06
C -3.814408 0.951583 1.993393 -0.451 -0.190 0.945 -0.05
C -2.437748 0.978184 1.970242 0.795 -0.456 0.555 -0.13
C -1.571756 0.817333 3.212578 -0.456 0.707 0.635 -0.32
C -2.379962 0.587417 4.510852 0.348 0.089 -0.248 -0.10
C -0.721291 2.101528 3.401351 0.064 -0.189 0.051 -0.06
C 0.897164 -2.517886 -1.353208 0.531 0.365 0.075 -0.63
Br -1.011178 -2.943891 -1.133908 0.377 0.066 -0.068 0.64
C 1.642660 -3.513418 -1.828929 -1.225 -0.532 0.086 -0.84
C 1.097584 -4.896941 -2.138840 0.610 0.084 0.058 -0.21
Br 3.505121 -3.204683 -2.154619 -0.216 -0.077 -0.052 0.77
H 2.934221 2.877727 -1.417972 -0.108 -0.029 -0.075 0.06
H 1.896213 2.108451 -0.194839 0.075 0.007 -0.112 0.05
H 1.434239 3.667838 -0.826572 0.354 0.041 -0.029 0.07
H -0.035821 2.191475 -1.938717 0.146 0.060 0.192 0.08
H 1.172532 2.647394 -3.122327 -0.108 -0.109 0.039 0.10
H 2.202524 0.523690 -3.076942 0.052 -0.102 0.299 0.08
H 0.496335 -0.783800 -3.997846 -0.324 -0.102 0.163 0.06
H -0.776018 -0.116483 -2.892867 0.042 -0.165 -0.163 0.04
H -0.045207 0.895055 -4.152944 -0.120 -0.163 -0.067 0.04
H 3.697176 -1.303405 0.481225 0.014 0.032 -0.145 0.04
H 3.269134 0.388613 0.680724 -0.168 -0.304 0.126 0.04
H 4.090216 -0.331553 -2.093184 -0.068 0.273 -0.005 0.03
H 4.392903 1.150411 -1.207650 0.048 -0.069 0.062 0.10
H 6.224433 0.137553 -0.072424 0.345 -0.430 0.023 0.11
H 5.731900 -1.547889 -0.520813 -0.109 0.176 0.251 0.09
H 7.684997 -0.774418 -1.831985 -0.078 0.076 -0.091 0.11
H 6.705388 0.555530 -2.472772 -0.236 -0.509 -0.158 0.04
H 7.016976 -1.983325 -3.471817 -0.206 -0.404 0.359 0.12
H 7.034755 -1.463452 -5.867411 -0.125 -0.204 -0.094 0.07
H 5.375534 -1.098361 -6.420575 0.107 0.179 0.156 0.08
H 5.661393 -2.608007 -5.588332 0.316 0.010 0.121 0.05
H 0.770177 -0.159675 1.654871 -0.200 0.478 0.025 0.06
H -0.629374 -0.815477 0.826263 0.163 -0.012 -0.008 0.03
H -2.089820 1.381758 -1.353540 0.071 -0.035 0.116 0.11
H -4.028865 1.201967 -2.497347 -0.194 -0.033 0.001 0.01
H -5.424608 0.438873 -1.730608 -0.108 0.245 -0.153 0.08
H -5.277283 2.232767 -1.790548 0.023 -0.341 0.141 -0.01
H -5.660768 1.026758 0.908632 0.076 -0.031 0.142 0.11
H -4.351670 0.834894 2.927999 0.196 -0.053 0.027 0.07
H -0.901135 -0.038016 3.097883 -0.060 0.116 -0.150 0.12
H -3.229820 1.269103 4.613613 0.090 -0.032 -0.062 0.03
H -1.700098 0.816536 5.335671 -0.169 -0.328 0.089 0.03
H -2.742201 -0.440527 4.608229 -0.038 0.113 -0.031 0.08
H -0.444799 2.247548 4.451207 0.007 -0.129 -0.092 0.03
H -1.313227 2.971952 3.098694 0.195 -0.016 -0.047 0.09
H 0.201005 2.054690 2.819745 -0.212 0.168 -0.115 0.07
H 0.332807 -4.836349 -2.917377 0.125 -0.043 -0.022 0.06
H 0.606230 -5.279305 -1.240263 0.035 -0.059 -0.096 0.05
H 1.885749 -5.594153 -2.433800 -0.105 0.115 -0.048 0.05
C -1.799761 2.397825 8.256430 0.061 0.043 0.048 -1.00
Cl -2.968810 1.074877 8.104332 -0.034 0.028 0.074 0.55
Cl -1.766116 3.397173 6.802464 0.198 0.112 0.136 0.60
H -2.080902 3.015804 9.101493 -0.081 -0.010 -0.046 0.03
H -0.813936 1.977440 8.415198 -0.033 -0.064 -0.104 0.00
C -1.646884 -0.723922 10.859858 -0.121 -0.003 -0.041 -1.03
Cl -1.171339 -2.305026 11.498023 0.009 0.025 0.022 0.54
Cl -0.283574 0.402307 10.840224 -0.044 0.023 -0.004 0.53
H -2.011157 -0.849716 9.848155 0.112 -0.038 -0.017 -0.02
H -2.427973 -0.314827 11.490107 0.078 -0.013 0.069 0.03
C 6.838698 2.086958 -6.883605 -0.128 -0.056 0.126 -1.05
Cl 5.851997 2.797032 -8.169044 -0.015 0.021 0.015 0.50
Cl 8.188104 1.146451 -7.548013 0.004 -0.011 0.042 0.47
H 7.241860 2.884225 -6.271555 0.060 0.020 -0.099 -0.03
H 6.214054 1.432526 -6.281941 -0.020 -0.022 -0.057 0.00
C -4.989364 4.007548 5.443742 0.041 -0.019 -0.004 -1.04
Cl -5.005073 5.391200 4.341983 0.014 0.038 0.045 0.50
Cl -5.822011 2.611382 4.759100 -0.149 -0.048 0.048 0.53
H -3.962453 3.723494 5.629692 -0.044 0.025 -0.082 -0.07
H -5.480875 4.291815 6.367434 -0.055 0.010 -0.059 0.02
C -2.245920 -5.842862 11.899925 0.117 0.020 -0.009 -1.03
Cl -2.344578 -6.591055 13.498244 0.056 0.013 0.007 0.50
Cl -3.785554 -5.945320 11.036706 0.016 0.060 -0.026 0.52
H -1.986130 -4.797653 12.018493 -0.129 -0.036 0.042 -0.05
H -1.486444 -6.354858 11.320379 -0.078 -0.078 0.007 0.03
C 3.671765 -5.423678 -7.300561 -0.170 -0.002 -0.039 -1.03
Cl 2.617447 -4.741465 -6.062403 0.022 0.002 -0.020 0.52
Cl 5.363774 -5.465846 -6.780537 0.043 -0.030 -0.054 0.50
H 3.351414 -6.437688 -7.511274 0.052 -0.013 0.083 0.02
H 3.598810 -4.816015 -8.195473 0.068 0.064 0.064 0.02
C 9.503395 2.989405 -3.621129 0.038 -0.052 0.055 -0.98
Cl 8.412204 1.618971 -3.843104 0.250 0.225 -0.036 0.62
Cl 9.714489 3.916880 -5.114799 0.049 0.054 0.022 0.52
H 9.088412 3.642618 -2.862025 -0.083 0.010 -0.083 0.03
H 10.470943 2.616861 -3.304629 0.000 -0.027 -0.102 0.02
C -6.964329 4.384500 -3.076847 -0.010 0.012 0.025 -1.00
Cl -5.398672 4.694625 -2.320953 -0.039 0.325 0.007 0.54
Cl -6.906502 2.946756 -4.103834 -0.111 0.089 -0.042 0.50
H -7.705768 4.233197 -2.300104 0.070 -0.085 0.023 0.03
H -7.234159 5.238328 -3.687964 0.082 -0.028 -0.040 0.02
C -6.303281 -6.437509 8.248720 0.005 0.050 0.071 -1.04
Cl -5.741631 -5.215596 7.104664 0.007 0.043 0.067 0.51
Cl -6.620796 -7.981813 7.448062 -0.026 -0.041 0.072 0.50
H -5.539265 -6.587295 9.003239 0.042 -0.053 -0.122 -0.04
H -7.219824 -6.088930 8.710886 -0.034 -0.013 -0.104 0.02
C -2.392410 2.846331 -6.039297 -0.050 -0.045 -0.019 -1.02
Cl -2.812446 2.395360 -4.386194 -0.051 0.060 -0.128 0.55
Cl -0.825407 3.662291 -6.121564 0.000 0.014 -0.072 0.51
H -2.348450 1.947252 -6.644137 0.093 -0.015 0.067 0.02
H -3.154109 3.517217 -6.420855 0.032 0.047 0.070 0.02
C -7.479340 -0.177071 -6.612399 0.054 -0.091 -0.022 -1.02
Cl -5.862618 0.379675 -6.174916 0.043 -0.079 0.012 0.50
Cl -8.627087 1.165967 -6.706026 -0.098 -0.064 -0.061 0.48
H -7.432300 -0.663002 -7.580228 0.014 0.095 -0.024 0.02
H -7.822818 -0.877208 -5.859389 0.008 0.096 0.064 0.03
```
Positions in Å, forces in eV/Å.

Total charge   -1
Total energy   -17090.15850 Ha
Kohn-Sham gap   6.21 eV
Highest occupied orbital energy   -0.17153 Eh
2S+1   1
Maximum force   1.75 eV/A